(1)
Computed, not measured: a molecular structure, C15H28F6NO3P2Pb at a distorted geometry, with wB97M-V/def2-TZVPD.

LUMO: -0.19217 Ha
Charge: +1
Energy: -2343.292949 a.u.
Gap between HOMO and LUMO: 5.010 eV

Last column: natural (NBO) charge in e.
Atoms and positions in Å:
1 C 1.006850 -1.331844 -4.078534  -0.28
2 C 1.063781 -0.989818 -2.700089  0.25
3 N -0.120361 -0.912673 -1.992406  -0.60
4 C -1.304510 -1.109956 -2.581741  0.26
5 C -1.386982 -1.443199 -3.938233  -0.30
6 C -0.208311 -1.560124 -4.691084  -0.12
7 C 2.320411 -0.707688 -2.062303  -0.96
8 P 2.494635 -0.429203 -0.323020  1.18
9 Pb -0.005135 -1.130421 0.565844  1.20
10 P -2.446477 -0.064487 -0.215426  1.04
11 C -2.604682 -1.077575 -1.756949  -0.77
12 O 1.901504 2.191396 -2.917256  -0.98
13 O -0.758909 2.597443 -2.577960  -0.99
14 H 1.944697 -1.430998 -4.623840  0.23
15 H -2.367399 -1.626062 -4.357422  0.23
16 H -0.265101 -1.853327 -5.739272  0.23
17 C 3.320261 -1.847190 0.487292  -0.98
18 C 3.515761 1.036443 0.057647  -0.97
19 H -3.403669 -0.640157 -2.385113  0.27
20 H -2.838786 -2.124471 -1.460538  0.26
21 H 2.238257 1.295731 -2.706914  0.50
22 H 3.206164 -0.798605 -2.710339  0.27
23 C -3.468215 -0.858012 1.071971  -0.96
24 C -3.199042 1.547097 -0.529084  -0.96
25 H 0.546308 2.499626 -0.072787  -0.02
26 H -0.808805 3.529207 -2.332931  0.47
27 H 0.215407 2.434398 -2.738430  0.51
28 H 2.272318 2.386896 -3.806615  0.49
29 H -0.527169 -2.865797 0.417891  -0.07
30 H 0.057884 2.282123 -0.593392  0.01
31 H 4.352577 -1.969926 0.129862  0.26
32 H 3.321584 -1.655667 1.573311  0.25
33 H 2.748097 -2.766030 0.288768  0.25
34 H 4.588103 0.860860 -0.136874  0.27
35 H 3.170121 1.901080 -0.529782  0.28
36 H 3.377571 1.255699 1.129818  0.27
37 H -4.275990 1.457913 -0.763099  0.26
38 H -3.070454 2.140494 0.394168  0.27
39 H -2.642992 2.033154 -1.348690  0.30
40 H -4.527217 -0.897255 0.766797  0.26
41 H -3.097419 -1.876369 1.285694  0.24
42 H -3.361634 -0.246981 1.987090  0.27
43 C -1.304410 -0.594410 4.195189  -0.64
44 C -0.198957 0.271104 3.582663  0.11
45 O -0.310037 0.453480 2.219909  -0.82
46 C -0.072893 1.671929 4.351225  0.97
47 F 0.195899 1.492150 5.687144  -0.32
48 F 0.906879 2.452988 3.825595  -0.31
49 F -1.245930 2.355706 4.261377  -0.32
50 C 1.139121 -0.500480 3.823916  0.96
51 F 1.474898 -0.713626 5.115630  -0.30
52 F 1.006100 -1.762775 3.240545  -0.35
53 F 2.196717 0.102855 3.215239  -0.32
54 H -2.255276 -0.049030 4.234428  0.24
55 H -1.045529 -0.940436 5.206812  0.25
56 H -1.459640 -1.475202 3.554274  0.21

Cartesian forces, eV/Å:
-0.071 0.023 0.014
-0.558 -0.003 0.359
0.657 -0.336 0.449
0.049 -0.380 -1.255
-0.152 0.304 0.765
0.019 0.014 0.472
-0.495 0.141 0.651
0.012 -1.277 -1.490
-0.078 2.199 -1.021
0.338 -1.199 0.112
0.436 0.162 0.124
0.805 0.048 -0.940
0.568 -0.082 -0.172
-0.254 0.056 0.084
0.093 0.025 -0.161
0.083 0.122 0.262
-0.008 0.214 0.527
-0.545 0.330 0.598
0.247 -0.493 0.327
-0.134 0.655 -0.193
-0.283 0.036 0.035
-0.238 0.118 0.631
-0.209 0.094 0.020
0.430 0.550 0.215
0.017 -0.078 0.190
0.024 -0.074 -0.114
-0.969 0.162 0.082
-0.408 -0.059 0.833
0.309 0.738 0.429
0.112 -0.003 0.111
-0.309 0.062 0.053
0.165 -0.188 -0.302
0.234 0.305 -0.034
-0.495 -0.245 -0.023
0.056 -0.378 0.187
0.196 0.039 -0.345
0.533 -0.154 0.078
-0.104 -0.137 -0.436
-0.254 -0.162 0.271
0.375 -0.046 0.211
-0.230 0.400 -0.119
-0.114 -0.297 -0.397
-0.367 0.045 0.147
1.008 -0.316 0.562
-0.227 -0.462 -0.460
-0.165 0.108 0.021
-0.355 0.215 -1.595
-0.911 -0.744 0.514
0.976 -0.582 0.020
0.517 -0.153 0.490
-0.303 0.087 -1.257
0.364 0.859 0.190
-0.691 -0.662 0.340
0.300 -0.014 0.037
-0.138 0.178 -0.313
0.141 0.237 0.216


(2)
Computed, not measured: a single C4H8O2 molecule, with wB97M-V/def2-TZVPD.

LUMO: 0.03164 Ha
Structure (SMILES): CC(=O)[C@H](C)O
ΔE to the lowest compared entry with this formula, charge and spin: 0.728 eV
Energy: -307.685684 a.u.
Gap between HOMO and LUMO: 11.042 eV

Last column: natural (NBO) charge in e.
Atoms and positions in Å:
1 C -1.745626 -0.335542 -0.409507  -0.73
2 C -0.421057 -0.839592 0.157082  0.58
3 O -0.181911 -2.030604 0.185413  -0.56
4 C 0.674664 0.109916 0.666337  0.00
5 C 0.977879 1.137825 -0.400467  -0.62
6 O 1.846397 -0.598292 0.971208  -0.71
7 H -2.145716 0.506195 0.162747  0.23
8 H -1.647532 -0.003971 -1.453991  0.24
9 H -2.471356 -1.156577 -0.396876  0.24
10 H 0.333936 0.633061 1.575549  0.18
11 H 1.269435 0.630884 -1.328147  0.21
12 H 0.093953 1.754977 -0.593926  0.21
13 H 1.810612 1.725632 -0.007141  0.23
14 H 1.606323 -1.533911 0.871721  0.49

Cartesian forces, eV/Å:
0.051 0.010 0.139
0.012 -0.498 0.086
-0.116 0.279 -0.063
-0.379 0.069 -0.128
-0.002 0.094 -0.041
-0.245 -0.243 0.003
0.125 -0.044 -0.031
0.219 -0.075 0.308
0.265 0.153 0.060
-0.230 -0.159 -0.162
0.070 0.186 0.164
0.289 0.119 0.024
-0.149 0.184 -0.401
0.090 -0.076 0.042


(3)
Computed, not measured: a single C16H27N3O3S2 molecule at a distorted geometry, with wB97M-V/def2-TZVPD.

LUMO: 0.02103 Ha
Structure (SMILES): CSCC[C@H](NC(=O)OC(C)(C)C)c1nnc(SCC=C(C)C)o1
ΔE to the lowest compared entry with this formula, charge and spin: 0.179 eV
Energy: -1812.235885 a.u.
Gap between HOMO and LUMO: 9.062 eV

Last column: natural (NBO) charge in e.
Atoms and positions in Å:
1 C -2.418722 -1.743554 3.537966  -0.74
2 S -2.227471 -0.034263 2.951585  0.18
3 C -0.421670 0.001022 2.704665  -0.54
4 C 0.028067 -0.666824 1.410297  -0.41
5 C -0.076637 0.288805 0.201539  -0.11
6 N -1.399984 0.817886 0.030266  -0.62
7 C -1.722644 2.072149 0.446953  0.91
8 O -0.911725 2.848719 0.894963  -0.68
9 O -3.026978 2.280909 0.260242  -0.53
10 C -3.647384 3.507153 0.718770  0.27
11 C -3.443910 3.666157 2.224922  -0.65
12 C -5.128845 3.310815 0.396803  -0.61
13 C -3.082727 4.704136 -0.045206  -0.64
14 C 0.344240 -0.447766 -1.021350  0.46
15 N -0.390889 -1.161113 -1.804756  -0.30
16 N 0.417221 -1.710698 -2.734278  -0.31
17 C 1.618204 -1.303199 -2.464730  0.27
18 S 3.055977 -1.706334 -3.316363  0.29
19 C 4.323518 -1.085884 -2.116103  -0.54
20 C 4.126369 -1.595161 -0.731016  -0.25
21 C 4.146343 -2.875430 -0.368274  0.07
22 C 3.909623 -3.285799 1.052120  -0.63
23 C 4.370965 -3.999972 -1.330916  -0.66
24 O 1.650683 -0.487185 -1.383136  -0.43
25 H -1.845001 -1.881746 4.450387  0.21
26 H -2.094862 -2.441732 2.771390  0.21
27 H -3.474789 -1.885330 3.739770  0.23
28 H -0.150270 1.055821 2.707270  0.24
29 H 0.023430 -0.487062 3.571716  0.22
30 H -0.578205 -1.553051 1.208725  0.21
31 H 1.069593 -0.983830 1.506717  0.21
32 H 0.588761 1.146226 0.361924  0.25
33 H -2.130724 0.204360 -0.291491  0.43
34 H -3.751017 2.756763 2.737113  0.22
35 H -2.396585 3.851182 2.445403  0.24
36 H -4.036051 4.500609 2.589695  0.21
37 H -5.693057 4.191475 0.688584  0.21
38 H -5.511568 2.447091 0.933436  0.22
39 H -5.258317 3.141292 -0.668700  0.22
40 H -3.600005 5.609939 0.258446  0.21
41 H -2.022640 4.814238 0.165473  0.24
42 H -3.216259 4.561437 -1.115390  0.21
43 H 5.259273 -1.430445 -2.558186  0.24
44 H 4.286559 0.001127 -2.149681  0.24
45 H 3.926836 -0.834822 0.011535  0.21
46 H 3.706553 -2.427187 1.687474  0.21
47 H 3.065093 -3.972622 1.104795  0.22
48 H 4.783115 -3.807507 1.441810  0.22
49 H 4.821528 -4.849701 -0.823321  0.22
50 H 3.419323 -4.325269 -1.752162  0.24
51 H 5.010803 -3.700328 -2.156900  0.21

Cartesian forces, eV/Å:
0.214 0.509 -0.181
0.016 -0.159 0.248
-0.438 -0.167 0.015
0.016 0.282 -0.021
0.256 -0.071 0.324
-0.073 -0.006 -0.301
0.083 -0.570 -0.357
0.199 0.418 0.308
-0.192 -0.089 -0.092
-0.240 0.596 0.226
0.130 -0.147 -0.246
0.452 -0.118 0.018
0.083 -0.317 0.068
-0.391 -0.118 -0.399
-0.734 0.873 1.226
1.263 -0.548 -0.890
-0.522 -0.127 0.073
0.558 0.142 -0.193
-0.485 -0.111 -0.412
0.150 -0.146 0.246
0.053 0.146 0.092
-0.014 0.131 -0.063
-0.002 0.061 -0.005
-0.125 0.096 -0.031
-0.006 -0.111 0.078
-0.019 -0.148 0.005
-0.086 -0.079 0.027
0.089 0.022 0.080
0.083 0.086 0.013
0.071 -0.051 -0.011
0.037 -0.069 -0.066
-0.101 -0.177 -0.056
-0.030 0.051 0.047
-0.080 -0.054 0.084
0.017 0.043 0.066
-0.105 0.087 0.032
-0.049 0.104 0.039
-0.084 -0.087 0.071
-0.044 0.004 -0.124
-0.098 0.096 0.022
0.018 0.065 -0.003
-0.045 0.021 -0.113
0.015 0.068 -0.051
0.139 -0.057 0.000
-0.014 -0.004 0.139
-0.030 0.043 0.075
-0.068 -0.092 0.072
0.042 -0.086 0.072
0.075 -0.085 0.006
-0.031 -0.079 -0.047
0.048 -0.068 -0.111


(4)
Computed, not measured: a molecular structure, C21H25N3O3PdS2Se4, with wB97M-V/def2-TZVPD.

LUMO: 0.14984 Ha
Charge: -2
ΔE to the lowest compared entry with this formula, charge and spin: 0.243 eV
Energy: -11735.323371 a.u.
Gap between HOMO and LUMO: 4.500 eV

Last column: natural (NBO) charge in e.
Atoms and positions in Å:
1 Pd -0.511502 0.269303 1.729114  0.34
2 O -5.638788 2.017119 2.931429  -0.99
3 S -5.714844 2.015156 1.446319  1.25
4 C -5.077801 0.414189 0.864964  -0.63
5 C -5.258258 0.302826 -0.654808  -0.41
6 C -3.989194 0.441204 -1.498097  -0.42
7 C -3.065628 -0.771370 -1.384942  -0.61
8 S -1.323627 -0.340150 -1.161660  1.30
9 O -1.293391 0.846964 -0.244701  -0.98
10 C -1.012202 0.360573 -2.781128  -0.18
11 C -0.999206 -0.447723 -3.910358  -0.23
12 C -0.657715 0.107081 -5.132681  -0.23
13 C -0.313679 1.453261 -5.211366  -0.21
14 C -0.298490 2.237265 -4.067988  -0.22
15 C -0.644526 1.694777 -2.835793  -0.22
16 C -4.380032 3.004232 0.796086  -0.31
17 C -4.610155 3.765215 -0.340233  -0.25
18 C -3.551932 4.464960 -0.909924  -0.23
19 C -2.292618 4.405512 -0.329883  -0.20
20 C -2.080072 3.661513 0.826974  -0.20
21 C -3.126991 2.955425 1.395969  -0.14
22 H -5.685814 -0.314381 1.402423  0.23
23 H -4.046123 0.300149 1.210604  0.27
24 H -5.974583 1.064443 -0.985083  0.20
25 H -5.731093 -0.655934 -0.888522  0.20
26 H -3.446333 1.350042 -1.227217  0.25
27 H -4.290866 0.554549 -2.542454  0.20
28 H -3.073629 -1.386908 -2.287079  0.22
29 H -3.301640 -1.414515 -0.533562  0.25
30 H -1.210532 -1.508068 -3.832500  0.22
31 H -0.632919 -0.516298 -6.017780  0.21
32 H -0.031005 1.881174 -6.166137  0.20
33 H 0.010215 3.274392 -4.116247  0.21
34 H -0.570562 2.277685 -1.920367  0.30
35 H -5.601488 3.797006 -0.779663  0.20
36 H -3.713606 5.047147 -1.810089  0.20
37 H -1.442437 4.911405 -0.770473  0.23
38 H -1.085223 3.583436 1.252157  0.28
39 H -2.965480 2.345403 2.278112  0.24
40 Se 1.388242 3.294067 -0.116851  -0.83
41 Se 1.128076 2.111559 1.930663  -0.53
42 Se -0.289058 -0.737259 3.870203  -0.31
43 Se -1.872820 -1.687885 2.453806  -0.58
44 C 3.731377 -0.738547 -5.925055  -0.40
45 N 3.188323 -0.502546 -4.606461  -0.44
46 C 3.370471 0.697392 -3.982402  0.06
47 C 2.897905 0.926470 -2.751202  -0.36
48 C 2.184487 -0.165200 -2.128552  0.46
49 N 2.021304 -1.346733 -2.718212  -0.61
50 C 2.512939 -1.567406 -3.956137  0.76
51 O 2.410541 -2.626870 -4.573076  -0.70
52 N 1.637700 0.073317 -0.950723  -0.79
53 H 3.798251 0.209078 -6.460632  0.18
54 H 3.076799 -1.422047 -6.458564  0.23
55 H 4.725173 -1.193688 -5.878053  0.18
56 H 3.909732 1.447791 -4.547930  0.19
57 H 3.005476 1.869240 -2.232104  0.27
58 H 1.667357 1.022737 -0.547109  0.46
59 H 1.129213 -0.638406 -0.453837  0.41

Cartesian forces, eV/Å:
0.017 0.556 -0.051
-0.025 -0.001 0.002
0.012 -0.012 0.002
-0.024 0.010 -0.009
-0.023 -0.038 -0.045
-0.054 -0.023 -0.063
-0.012 0.035 -0.043
0.068 -0.286 -0.271
-0.064 0.060 0.176
-0.044 0.111 0.057
0.005 -0.025 0.011
-0.007 0.010 -0.015
-0.001 -0.011 0.005
-0.003 0.007 0.006
-0.040 0.018 -0.021
0.023 0.001 0.012
-0.004 0.010 -0.005
-0.012 0.008 -0.019
0.033 -0.014 0.061
0.001 -0.032 0.040
-0.043 0.005 -0.042
-0.002 -0.004 0.008
0.017 0.010 -0.012
0.006 0.005 0.008
0.012 -0.012 0.010
-0.011 -0.020 0.110
0.080 0.060 -0.009
-0.077 -0.089 0.056
0.037 0.088 0.077
0.014 -0.001 -0.003
0.011 -0.011 0.004
0.003 -0.001 -0.007
0.001 -0.002 0.000
0.003 -0.009 -0.005
-0.002 -0.002 0.003
0.004 0.001 0.002
-0.011 0.001 -0.021
-0.011 0.030 -0.035
0.013 0.000 0.002
-0.008 0.082 -0.091
0.004 -0.152 0.239
0.044 -0.006 -0.092
-0.145 -0.163 -0.042
-0.001 0.006 -0.017
-0.040 -0.047 0.023
-0.001 0.019 0.029
0.090 -0.052 -0.029
-0.169 0.058 -0.290
0.002 -0.001 0.095
0.087 0.060 -0.087
-0.027 -0.015 0.020
0.148 0.050 0.258
0.011 0.005 0.005
-0.010 0.009 -0.009
-0.006 -0.013 0.000
-0.006 -0.004 -0.017
-0.047 0.008 0.001
0.010 -0.073 -0.029
0.174 -0.204 0.058


Q: Which of these has the lowest energy?
A: C21H25N3O3PdS2Se4


Q: Among the records above, which one has the lowest gap between HOMO and LUMO?
A: C21H25N3O3PdS2Se4